The following is a quantum chemistry calculation of a cluster of 2 separate species, C5H11NOS in total, from OMol25.

The geometry in XYZ format:
```
19
Properties=species:S:1:pos:R:3:nbo_charge:R:1
S -2.933 -0.248 0.887 -0.097
O 1.249 -1.064 1.314 -0.807
N 0.874 0.283 -0.393 -0.694
C 1.894 -0.299 0.523 0.556
C -0.362 -0.485 -0.411 -0.089
C -1.150 0.120 0.745 -0.405
C 3.128 0.348 0.397 -0.830
C -1.202 -0.420 -1.651 -0.616
H 3.109 1.235 -0.188 0.182
H -0.621 -0.093 1.681 0.268
H -3.029 -0.107 2.212 0.121
H -1.575 0.574 -1.908 0.199
H -0.895 2.121 0.902 -0.027
H 1.332 0.242 -1.357 0.353
H 4.093 0.008 0.821 0.183
H -0.930 1.258 0.548 0.079
H -2.066 -1.087 -1.485 0.208
H -0.646 -0.832 -2.499 0.200
H -0.270 -1.554 -0.137 0.218
```

## Properties
LUMO energy (spin up / spin down)   3.0 / 3.0 eV
Gap between HOMO and LUMO (spin up / spin down)   0.2067 / 0.2063 Ha
Total charge   -1
HOMO level (spin up / spin down)   -2.583 / -2.593 eV
Energy above the lowest of the compared OMol25 structures with the same formula, charge and spin   64.2 kcal/mol
Spin multiplicity   2
⟨S²⟩   0.754
DFT total energy   -725.15765 Ha